(P)
Below is the molecule C4H2O, with properties calculated with ωB97M-V/def2-TZVPD.

Geometry as ORCA input:
```
! RIJCOSX wB97M-V def2-TZVPD def2/J DEFGRID3
* xyz 0 1
C -0.91 0.87 0.00
C 0.14 0.25 0.04
C 1.42 -0.32 0.05
C 2.66 0.11 -0.02
O 3.79 0.30 0.00
H -1.80 1.39 -0.24
H 1.26 -1.32 -0.16
*
```

Properties
Highest occupied orbital energy in eV: -8.8
Orbital gap in eV: 9.3
LUMO in eV: 0.45
SMILES string: C#CC=C=O

Results of the Löwdin charge analysis, in e, for atoms 1 through 4: 0.11, -0.17, -0.12, -0.15

---

(Q)
Below is a 2-piece molecular cluster, C4H2O overall, with properties calculated with ωB97M-V/def2-TZVPD.

Geometry as ORCA input:
```
! RIJCOSX wB97M-V def2-TZVPD def2/J DEFGRID3
* xyz 0 1
C 0.93 0.88 -0.24
C -3.05 0.15 0.08
C -0.01 0.04 -0.13
C -0.94 -0.96 -0.35
O -4.19 0.30 -0.06
H 1.68 1.61 -0.14
H -0.96 -1.86 0.42
*
```

Properties
Highest occupied orbital energy (alpha / beta) in eV: -8.4 / -8.4
Orbital gap (alpha / beta) in eV: 7.2 / 7.2
LUMO (alpha / beta) in eV: -1.20 / -1.19

Results of the Löwdin charge analysis, in e, for atoms 1 through 4: 0.14, 0.04, -0.31, -0.01

---

In order of decreasing stability: (P), (Q).

---

(P)
Below is the molecule C10H16N2O3, with properties calculated with ωB97M-V/def2-TZVPD.

Geometry as ORCA input:
```
! RIJCOSX wB97M-V def2-TZVPD def2/J DEFGRID3
* xyz 0 1
O 0.10 2.86 -2.63
O -2.02 1.53 -1.69
O 1.54 1.09 -2.37
C 0.38 1.75 -2.20
C -0.85 1.03 -1.63
N -0.43 -0.18 2.03
N -0.74 -0.13 -0.83
C 2.57 1.78 -3.08
C -0.15 0.10 3.49
C -1.75 -0.05 1.36
C 0.71 0.05 1.14
C -1.26 -2.25 0.13
C 0.22 -2.11 -0.06
C -1.76 -0.72 -0.06
C 0.55 -0.66 -0.28
H 3.23 2.32 -2.34
H 3.11 1.03 -3.72
H 2.24 2.49 -3.76
H 0.01 1.22 3.63
H 0.83 -0.38 3.82
H -1.12 -0.16 4.14
H -2.63 -0.45 1.97
H -2.04 1.07 1.23
H 0.92 1.13 1.07
H 1.63 -0.27 1.60
H -1.34 -2.60 1.19
H -1.65 -3.02 -0.56
H 0.28 -2.64 -1.03
H 0.71 -2.57 0.78
H -2.75 -0.69 -0.52
H 1.45 -0.58 -0.80
*
```

Properties
Highest occupied orbital energy in eV: -8.1
Orbital gap in eV: 8.5
LUMO in eV: 0.36
SMILES string: COC(=O)C(=O)N1[C@@H]2CC[C@H]1CN(C)C2

Results of the Löwdin charge analysis, in e, for atoms 1 through 4: 0.13, 0.04, -0.04, -0.37

---

(Q)
Below is the molecule C10H16N2O3, with properties calculated with ωB97M-V/def2-TZVPD.

Geometry as ORCA input:
```
! RIJCOSX wB97M-V def2-TZVPD def2/J DEFGRID3
* xyz 0 1
C 0.78 1.13 -0.63
C 0.17 -0.25 -1.03
C -0.20 2.26 -0.81
C 0.08 2.70 -2.22
C 1.59 2.69 -2.22
C -0.72 -0.34 1.32
C 0.54 -1.00 1.97
C -2.01 -1.03 1.79
C -2.36 -2.20 0.82
C -1.42 -1.94 -0.43
H 2.25 0.76 -1.98
H 1.11 1.04 0.46
H 0.03 2.92 0.00
H -1.30 1.96 -0.66
H -0.34 3.66 -2.41
H -0.35 1.97 -2.92
H 1.90 3.60 -1.69
H 2.12 2.64 -3.19
H -0.75 0.68 1.58
H -2.79 -0.20 1.78
H -2.05 -1.37 2.84
H -2.06 -3.15 1.28
H -3.43 -2.19 0.60
H -0.70 -2.81 -0.60
H -1.69 -1.65 -1.44
H 1.61 -0.76 3.53
N 1.95 1.55 -1.44
N -0.64 -0.72 -0.04
O 0.33 -0.78 -2.08
O 1.26 -1.90 1.57
O 0.74 -0.46 3.23
*
```

Properties
Highest occupied orbital energy in eV: -8.6
Orbital gap in eV: 9.2
LUMO in eV: 0.60
SMILES string: O=C(O)[C@@H]1CCCN1C(=O)[C@@H]1CCCN1

Results of the Löwdin charge analysis, in e, for atoms 1 through 4: -0.24, -0.43, -0.17, -0.18

---

In order of decreasing stability: (Q), (P).

---

(P)
Below is a 2-piece molecular cluster, C2H10NO overall, with properties calculated with ωB97M-V/def2-TZVPD.

Geometry as ORCA input:
```
! RIJCOSX wB97M-V def2-TZVPD def2/J DEFGRID3
* xyz 1 1
C -1.35 0.16 0.32
N 0.07 0.60 0.39
C 0.81 -0.23 1.38
H -1.96 0.74 -0.35
H -1.37 -0.91 0.18
H -1.84 0.41 1.27
H 0.13 1.60 0.59
H 0.49 0.42 -0.52
H 0.14 -0.65 2.11
H 1.61 0.30 1.89
H 1.27 -1.08 0.87
H 0.11 -0.10 -3.09
H 1.22 -0.98 -2.70
O 0.68 -0.27 -2.33
*
```

Properties
Highest occupied orbital energy in eV: -16.3
Orbital gap in eV: 13.1
LUMO in eV: -3.20

Results of the Löwdin charge analysis, in e, for atoms 1 through 4: -0.01, -0.03, 0.00, 0.10

---

(Q)
Below is a 2-piece molecular cluster, C2H10NO overall, with properties calculated with ωB97M-V/def2-TZVPD.

Geometry as ORCA input:
```
! RIJCOSX wB97M-V def2-TZVPD def2/J DEFGRID3
* xyz 1 1
C 0.60 -1.13 -1.62
N -0.54 -1.54 -0.76
H -1.41 -1.66 -1.29
H -0.34 -2.38 -0.21
H -0.82 -0.80 -0.10
H 0.77 -1.91 -2.36
H 1.49 -1.08 -1.00
H 0.38 -0.17 -2.01
C -0.18 1.76 1.86
O 0.07 1.35 0.52
H 0.74 1.96 0.17
H 0.61 2.38 2.27
H -1.13 2.28 1.94
H -0.23 0.93 2.57
*
```

Properties
Highest occupied orbital energy in eV: -14.4
Orbital gap in eV: 10.7
LUMO in eV: -3.71

Results of the Löwdin charge analysis, in e, for atoms 1 through 4: 0.00, 0.15, 0.18, 0.17

---

In order of decreasing stability: (P), (Q).